# 1
This record from the OMol25 dataset describes a 11-piece molecular cluster, C27H71N11O22P2 overall in a non-equilibrium geometry. The level of theory is the ωB97M-V functional and the def2-TZVPD basis.

Last column: Löwdin charge in e.
Cartesian coordinates (Å):
C 1.76167 0.48007 5.02171  -0.10
C 0.45805 -0.29108 5.31010  -0.30
C -0.74641 0.60602 5.58260  -0.53
C -1.98073 -0.20341 6.00874  -0.12
P -1.20179 1.85549 4.20642  0.69
C -1.04115 0.60605 2.83237  -0.34
C 0.26745 0.66246 2.02126  -0.24
C 0.02226 0.43592 0.51769  -0.19
C -0.05412 1.73285 -0.30296  -0.20
C -1.12446 1.61541 -1.39253  -0.20
C -0.57179 0.88579 -2.63376  -0.20
C 0.33280 1.81853 -3.43971  -0.19
C 1.47748 1.10907 -4.17080  -0.21
C 2.36868 0.21683 -3.32188  -0.19
C 3.32287 0.91760 -2.33299  -0.18
C 3.97827 2.21898 -2.83189  -0.16
C 3.42770 3.44292 -2.13139  -0.24
O 4.37674 4.50198 -2.15030  -0.18
C 3.78178 5.67576 -1.64337  -0.13
P -1.82460 3.36646 2.65702  0.68
N -3.50846 3.07183 2.23812  -0.19
O -1.90384 4.89805 3.34846  -0.39
H 1.61369 1.36274 4.41592  0.04
H 2.24470 0.70403 5.96703  0.07
H 2.42394 -0.19976 4.49493  0.06
H 0.27288 -1.05418 4.56290  0.07
H 0.64787 -0.83413 6.23797  0.10
H -0.47805 1.21355 6.44961  0.09
H -2.80603 -0.10063 5.30626  0.04
H -1.73988 -1.24870 6.17995  0.07
H -2.35172 0.18235 6.95292  0.07
H -2.51119 1.98945 4.82053  0.01
H -0.17761 2.74236 4.68691  0.01
H -1.25076 -0.39663 3.18049  0.09
H -1.82501 0.83234 2.11157  0.03
H 0.99503 -0.04782 2.40179  0.09
H 0.72701 1.64300 2.11409  0.09
H 0.82433 -0.16744 0.09748  0.10
H -0.90098 -0.12759 0.40100  0.10
H 0.88789 1.91161 -0.81272  0.08
H -0.25399 2.59434 0.31977  0.05
H -2.02734 1.14487 -1.01157  0.10
H -1.39901 2.61723 -1.72275  0.11
H -1.41229 0.57286 -3.24474  0.10
H -0.05546 0.00855 -2.25250  0.09
H 0.65612 2.65126 -2.82684  0.09
H -0.28651 2.26725 -4.21437  0.11
H 0.99948 0.46257 -4.89890  0.08
H 2.02930 1.84425 -4.74623  0.10
H 1.79943 -0.52530 -2.77028  0.09
H 2.99975 -0.34180 -4.01018  0.11
H 2.87365 1.05909 -1.35658  0.09
H 4.14225 0.22428 -2.16110  0.10
H 3.94843 2.30905 -3.91057  0.11
H 5.03161 2.17392 -2.56645  0.11
H 2.52127 3.78114 -2.63497  0.11
H 3.23207 3.18085 -1.08905  0.12
H 3.40721 5.46846 -0.63746  0.09
H 4.50753 6.47615 -1.62823  0.07
H 2.91893 5.98307 -2.24220  0.09
H -3.68317 2.08356 2.08631  -0.03
H -4.04509 3.33443 3.06907  -0.02
H -2.75875 5.27742 3.08073  0.03
C 2.50702 -3.80830 6.51065  0.05
N 1.56282 -3.48355 5.40935  -0.44
O 0.41294 -3.86774 5.50624  0.06
O 2.00818 -2.84549 4.47423  0.04
H 1.96863 -4.36917 7.26604  0.10
H 3.32528 -4.39369 6.08941  0.06
H 2.87545 -2.86743 6.90993  0.10
C -0.59393 -0.07179 -8.45867  0.04
N 0.47255 0.45719 -7.56525  -0.44
O 0.34285 1.58927 -7.14242  0.06
O 1.39884 -0.28976 -7.30815  0.05
H -1.33907 0.70242 -8.59759  0.10
H -0.12528 -0.33867 -9.40053  0.10
H -1.02292 -0.94361 -7.98214  0.07
C -2.33394 -2.84314 -2.88193  0.05
N -2.57093 -3.01834 -4.34230  -0.44
O -3.52368 -3.69089 -4.68861  0.06
O -1.78258 -2.48115 -5.09793  0.05
H -3.10504 -3.37928 -2.34160  0.10
H -1.35669 -3.24361 -2.66151  0.06
H -2.37196 -1.77913 -2.66376  0.10
C -6.63331 0.01771 1.84354  0.05
N -5.16121 0.15407 1.68035  -0.45
O -4.47342 -0.02061 2.66743  0.05
O -4.75297 0.43354 0.57333  0.06
H -6.84057 -0.22824 2.87782  0.10
H -7.07869 0.96933 1.56932  0.10
H -6.96253 -0.77348 1.17676  0.10
C -5.28777 5.00691 6.27205  0.05
N -5.71881 4.14130 5.13970  -0.45
O -5.32805 2.98868 5.12877  0.04
O -6.43214 4.64922 4.29743  0.06
H -4.66107 4.42005 6.93261  0.09
H -4.73851 5.84357 5.85080  0.10
H -6.18476 5.34869 6.77926  0.10
C -0.41032 -4.47110 -7.78005  0.05
N -1.60485 -4.04901 -8.56281  -0.43
O -1.68908 -2.87366 -8.87744  0.04
O -2.41702 -4.90585 -8.83125  0.08
H 0.21940 -3.60385 -7.61546  0.09
H -0.76962 -4.88025 -6.84068  0.09
H 0.10641 -5.22900 -8.36076  0.10
C 1.05422 -5.07785 0.34203  0.06
N -0.11344 -4.71042 -0.50485  -0.43
O -0.29002 -3.53460 -0.75882  0.06
O -0.82459 -5.61429 -0.90064  0.06
H 1.58272 -4.17059 0.60884  0.10
H 0.66984 -5.58234 1.22321  0.10
H 1.68206 -5.74331 -0.24265  0.10
C -2.68602 -6.83169 -3.44249  0.03
N -2.85142 -7.67426 -4.65861  -0.45
O -2.03115 -7.55097 -5.54762  0.06
O -3.79959 -8.43373 -4.67393  0.07
H -1.80674 -6.21280 -3.56923  0.08
H -3.57945 -6.22313 -3.34124  0.09
H -2.57272 -7.50050 -2.59497  0.10
C 7.07507 -6.47185 5.99664  0.05
N 5.72856 -5.95158 5.63184  -0.43
O 5.31877 -4.96788 6.22467  0.05
O 5.12435 -6.54402 4.76367  0.08
H 7.48582 -5.84433 6.77819  0.09
H 6.94580 -7.49385 6.33907  0.10
H 7.68866 -6.43841 5.10180  0.10
C 3.40839 9.26181 -1.82492  0.04
N 4.39420 10.27366 -1.35376  -0.45
O 4.02861 11.43040 -1.28204  0.07
O 5.50309 9.86413 -1.07254  0.06
H 2.47210 9.76387 -2.03702  0.09
H 3.81544 8.80036 -2.71940  0.10
H 3.28791 8.53043 -1.03190  0.09

The structure (SMILES) is CC[C@H](C)[PH2](CCCCCCCCCCCCOC)P(N)O.C[N+](=O)[O-].C[N+](=O)[O-].C[N+](=O)[O-].C[N+](=O)[O-].C[N+](=O)[O-].C[N+](=O)[O-].C[N+](=O)[O-].C[N+](=O)[O-].C[N+](=O)[O-].C[N+](=O)[O-]. The maximum force is 2.6 eV Å⁻¹. The calculation puts the frontier orbital gap at 5.7 eV.

# 2
This record from the OMol25 dataset describes C5H5NiO3 as an isolated structure in a non-equilibrium geometry. The level of theory is the ωB97M-V functional and the def2-TZVPD basis.

Last column: Mulliken spin population.
Cartesian coordinates (Å):
O 1.63513 0.43923 1.39947  0.02
C 0.91431 1.35357 0.99031  -0.01
O -0.37880 1.18741 0.92249  0.01
Ni 1.16122 -1.34668 0.73601  1.63
H 1.31864 2.35605 0.77562  0.00
O -1.10893 -2.65355 -1.03494  0.08
C -0.18608 -1.66980 -0.80871  0.41
C -0.33125 -0.46182 -1.30254  -0.23
C -0.40657 0.86207 -1.42152  0.10
C -1.01141 1.68032 -0.29712  -0.01
H -0.84526 -3.17460 -1.79678  -0.01
H -0.02701 1.39649 -2.29680  0.00
H -0.79693 2.75089 -0.41446  0.00
H -2.08433 1.53299 -0.13607  0.01

As for the expectation value of S²: 2.01. The maximum force is 1.3 eV Å⁻¹. As for the net charge: +1. The multiplicity is 3. The calculation puts the frontier orbital gap (alpha / beta) at 8.9 / 6.7 eV. As for the energy above the lowest of the compared OMol25 structures with the same formula, charge and spin: 0.0 kcal per mole.